This record from OMol25 describes C23H31BiN11O9P as an isolated structure. The level of theory is ωB97M-V/def2-TZVPD.

Output
- Energy above the lowest of the compared OMol25 structures with the same formula, charge and spin: 1.4581 eV
- LUMO energy: 3.9 eV
- Max |F|: 3.2 eV/Å
- Gap between HOMO and LUMO: 5.437 eV

```
! wB97M-V def2-TZVPD RIJCOSX def2/J DEFGRID3
* xyz -2 1
Bi 1.24728 0.27408 0.01661
O 0.53612 -1.26746 3.98413
C 0.53528 -0.88400 2.83775
O 1.33379 -0.00327 2.23640
C -0.44785 -1.60927 1.76065
O -1.08722 -2.59219 2.09427
O -0.41193 -0.97799 0.60279
N 4.44518 2.05372 -1.37195
C 5.01391 0.83052 -1.32596
N 6.08851 0.55381 -2.05883
N 6.43967 -0.68777 -1.73449
N 5.60086 -1.12974 -0.81215
N 4.71230 -0.19949 -0.48249
C 3.94205 2.68188 -0.23845
N 3.99606 4.02262 -0.20373
N 3.52195 4.28567 1.02478
N 3.20636 3.19006 1.69491
N 3.46782 2.14291 0.88569
H 5.02021 2.66879 -1.97070
C -4.50374 2.43401 1.12898
C -3.89836 1.67357 -0.06604
C -3.53480 0.26066 0.26612
C -4.87265 1.57497 -1.23688
O -2.72087 2.29810 -0.60906
P -1.31372 2.58660 0.11372
O -1.33728 2.63431 1.61335
O -0.26849 1.59630 -0.53567
O -0.86028 3.94980 -0.55328
C -1.51271 5.27973 -0.66091
C -2.46646 5.50120 0.47440
C -2.15278 5.23599 -1.99898
C -0.29232 6.19656 -0.76630
H -5.39617 1.87402 1.53067
H -4.85799 3.40437 0.71196
H -3.73113 2.56577 1.86592
H -4.48589 -0.39265 0.31035
H -3.04795 0.29022 1.29980
H -2.77799 -0.06549 -0.40765
H -5.80090 1.19369 -0.86403
H -4.55968 0.88588 -2.04231
H -5.05360 2.61370 -1.70202
H -3.33849 4.83343 0.47021
H -2.85918 6.52722 0.47498
H -1.95300 5.24418 1.38102
H -2.89473 4.44061 -1.97715
H -1.40304 5.03264 -2.80523
H -2.61014 6.20241 -2.22208
H 0.49550 6.01273 0.07673
H -0.54357 7.26876 -0.74405
H 0.29535 5.99568 -1.67612
C 0.86712 -5.35906 1.92619
N 1.74435 -4.50720 1.12458
N 1.27739 -3.92310 -0.06717
C 1.99656 -2.74967 -0.32281
O 1.74016 -1.87593 -1.20195
C 3.03991 -2.71555 0.66448
C 2.79284 -3.73013 1.59799
C 3.50617 -4.06424 2.84682
C 0.40281 -4.56928 -0.91226
C 0.64555 -5.89009 -1.33596
C -0.30572 -6.53760 -2.08977
C -1.45199 -5.86702 -2.57111
C -1.65399 -4.47208 -2.22807
C -0.74185 -3.86879 -1.40779
H 0.20521 -5.96989 1.27603
H 0.27025 -4.79076 2.68005
H 1.48640 -6.10062 2.50018
H 3.93371 -1.97972 0.72048
H 4.60218 -3.74754 2.82677
H 3.50449 -5.07120 3.14346
H 2.98025 -3.53029 3.64705
H 1.59925 -6.37321 -1.21898
H -0.16393 -7.63635 -2.28522
H -2.12553 -6.51116 -3.16248
H -2.31896 -3.84711 -2.76788
H -0.73597 -2.81428 -1.17227
*
```

---

This record from OMol25 describes one molecule with the formula CH3F2OPS. The level of theory is ωB97M-V/def2-TZVPD.

Output
- Energy above the lowest of the compared OMol25 structures with the same formula, charge and spin: 0.1335 eV
- LUMO energy: 0.6 eV
- Max |F|: 4.1 eV/Å
- Gap between HOMO and LUMO: 10.657 eV

```
! wB97M-V def2-TZVPD RIJCOSX def2/J DEFGRID3
* xyz 0 1
C -1.25154 0.49045 0.35663
O -0.11260 0.50689 -0.51606
P 1.20021 -0.29666 -0.52147
F 1.93293 0.02144 0.83089
F 0.59790 -1.83483 0.04134
S 2.41313 -0.37292 -2.03014
H -2.11888 0.08038 -0.10956
H -1.55027 1.40178 0.64647
H -1.11087 0.00347 1.30189
*
```